1.
Here is a 13-piece molecular cluster, C42H106N4O13 overall from OMol25. Energies are from wB97M-V/def2-TZVPD.

Summary:
HOMO-LUMO gap, eV: 7.87
Relative energy (zero: lowest compared OMol25 entry of this formula, charge and spin), kcal per mole: 0.0
Total energy, hartree: -2860.8382
HOMO level, eV: -8.1886

The geometry in ORCA input format:
```
! wB97M-V def2-TZVPD RIJCOSX def2/J DEFGRID3
* xyz 0 1
C -0.9409 2.1326 -3.5450
C -2.4072 1.8292 -3.2008
C -3.0303 1.2522 -4.4688
C -4.4152 0.6842 -4.2559
C -4.3742 -0.3872 -3.1616
C -3.6812 0.0594 -1.8741
N -2.4238 0.7599 -2.1841
O -1.7414 1.1300 -0.9994
C -4.6308 0.9288 -1.0185
C -3.3991 -1.2148 -1.0794
C -3.0141 3.1601 -2.7496
H -0.3845 1.2123 -3.7373
H -0.4119 2.6602 -2.7461
H -0.8690 2.7888 -4.4136
H -2.9539 1.9258 -5.3249
H -2.4607 0.3707 -4.7952
H -4.7962 0.2809 -5.1970
H -5.1540 1.4308 -3.9335
H -3.9498 -1.2963 -3.6014
H -5.4249 -0.6387 -2.9909
H -4.8024 1.8915 -1.4870
H -5.6069 0.4567 -0.8776
H -4.2503 1.0738 -0.0068
H -3.0318 -0.9534 -0.0798
H -4.2325 -1.8963 -0.9209
H -2.5749 -1.7772 -1.5271
H -2.7376 3.3680 -1.7134
H -4.1027 3.1887 -2.7976
H -2.6276 3.9894 -3.3430
H -1.0487 0.4522 -0.9062
C 4.6320 6.0200 -2.5916
C 3.4979 5.0005 -2.5474
C 3.5724 4.2192 -3.8528
C 2.8434 2.8744 -3.7778
C 3.2910 2.0421 -2.5873
C 3.1896 2.7852 -1.2345
N 3.6997 4.1411 -1.3882
O 3.7726 4.8416 -0.1514
C 1.7125 2.7110 -0.7409
C 4.0836 2.0411 -0.2545
C 2.1856 5.8058 -2.4588
H 5.6241 5.5812 -2.7127
H 4.6726 6.6445 -1.6946
H 4.5409 6.7526 -3.4000
H 3.1274 4.7581 -4.6905
H 4.6058 4.0106 -4.1465
H 3.0216 2.3306 -4.7061
H 1.7768 3.1195 -3.6989
H 4.3107 1.7258 -2.8206
H 2.6497 1.1670 -2.4705
H 1.4134 3.7511 -0.5659
H 1.0263 2.1764 -1.3944
H 1.5790 2.3274 0.2722
H 5.0572 1.9072 -0.7278
H 4.1306 2.4857 0.7385
H 3.7053 1.0273 -0.0764
H 1.3374 5.1508 -2.2378
H 1.9684 6.3637 -3.3667
H 2.2601 6.5003 -1.6167
H 2.8796 5.2266 -0.0696
C -1.9098 7.1213 5.4394
C -1.4392 5.7610 4.9447
C -2.3555 4.6713 5.5081
C -2.0895 3.3300 4.8661
C -2.4148 3.4112 3.3753
C -1.6475 4.5374 2.6466
N -1.6261 5.7325 3.4771
O -0.9574 6.8258 2.8598
C -0.2406 3.9550 2.4250
C -2.3518 4.7434 1.3146
C -0.0117 5.5301 5.4431
H -1.9828 7.1561 6.5283
H -2.9309 7.3447 5.1079
H -1.3184 7.9619 5.0797
H -2.2255 4.6514 6.5988
H -3.4100 4.9599 5.4791
H -2.8006 2.6198 5.3057
H -1.1125 2.8866 5.0614
H -3.4947 3.5321 3.2535
H -2.1997 2.4278 2.9509
H 0.3660 3.9538 3.3391
H -0.1793 2.9120 2.1162
H 0.4188 4.6028 1.8372
H -1.8874 5.5540 0.7440
H -2.2500 3.8513 0.6973
H -3.3855 5.0445 1.4886
H 0.7311 6.2117 5.0262
H 0.3335 4.5204 5.2223
H 0.0247 5.6608 6.5267
H -1.6836 7.4001 2.5897
C 0.8574 -7.3392 -1.2430
C 0.2916 -6.3069 -0.2563
C 0.2731 -4.9338 -0.8996
C -0.8415 -4.7330 -1.9106
C -2.1952 -5.0421 -1.2685
C -2.2934 -6.4249 -0.5786
N -1.0631 -6.6261 0.1813
O -1.0843 -7.7472 1.0496
C -3.4537 -6.4038 0.4165
C -2.6202 -7.5160 -1.6142
C 1.2411 -6.2655 0.9632
H 0.8590 -8.3711 -0.8777
H 1.8423 -7.1160 -1.6544
H 0.2376 -7.4191 -2.1451
H 0.3688 -4.0675 -0.2365
H 1.2251 -4.7328 -1.4095
H -0.6372 -5.3520 -2.7879
H -0.8347 -3.7011 -2.2556
H -2.9390 -5.0206 -2.0727
H -2.5098 -4.2530 -0.5871
H -3.5974 -7.3756 0.8878
H -3.3404 -5.6307 1.1805
H -4.4245 -6.1521 -0.0241
H -3.4464 -7.1590 -2.2237
H -1.7684 -7.6517 -2.2918
H -2.7421 -8.5195 -1.2039
H 2.2642 -6.0158 0.6971
H 1.1889 -7.2084 1.5012
H 0.8629 -5.4810 1.6253
H -1.0167 -8.5262 0.4672
O -1.3503 -3.7680 1.6313
H -1.0087 -4.6561 1.4386
H -1.2091 -3.6432 2.5891
O -0.3493 0.1083 4.6829
H -1.1986 0.2011 5.1371
H 0.1753 0.8537 5.0049
O 2.8986 -3.5052 3.6564
H 2.2099 -4.0320 4.0748
H 2.8838 -2.6488 4.1319
O 4.9907 -4.1218 1.8485
H 5.0128 -5.0558 2.0778
H 4.1521 -3.7974 2.2272
O -1.4486 -2.6820 4.2334
H -1.1029 -1.7827 4.3124
H -0.9173 -3.1995 4.8519
O 2.4266 -0.7282 4.2801
H 1.5111 -0.4874 4.0718
H 2.9546 0.0401 4.0303
O -0.7908 -1.3545 -3.4326
H -1.4805 -0.6912 -3.2161
H -0.2640 -1.3895 -2.6227
C 2.9831 -2.9563 -2.6142
C 4.2733 -3.5835 -2.1075
C 4.0264 -4.7263 -1.1051
O 5.0748 -4.0407 -3.1717
H 2.3431 -2.5067 -1.8527
H 2.3505 -3.7265 -3.0729
H 3.2189 -2.2469 -3.4080
H 4.8014 -2.8314 -1.5129
H 3.5525 -5.6086 -1.5363
H 3.3946 -4.3014 -0.3204
H 4.9683 -4.9724 -0.6153
H 4.9804 -4.9772 -3.3446
C 0.3612 0.2025 1.3299
C 0.9889 -0.8006 0.3799
C 1.7108 -1.9155 1.1229
O -0.0604 -1.3513 -0.4295
H -0.1174 1.0314 0.8137
H 1.1329 0.6362 1.9787
H -0.3107 -0.3180 2.0159
H 1.6944 -0.3288 -0.3103
H 1.0468 -2.4596 1.7938
H 2.5384 -1.4331 1.6512
H 2.2134 -2.6146 0.4524
H -0.6226 -1.9600 0.0793
*
```

=====

2.
Here is a 14-piece molecular cluster, C42H108N6O23 overall from OMol25. Energies are from wB97M-V/def2-TZVPD.

Summary:
HOMO-LUMO gap, eV: 2.12
Relative energy (zero: lowest compared OMol25 entry of this formula, charge and spin), kcal per mole: 0.0
Total energy, hartree: -3723.2834
HOMO level, eV: -4.5340

The geometry in ORCA input format:
```
! wB97M-V def2-TZVPD RIJCOSX def2/J DEFGRID3
* xyz 0 1
O -2.3905 14.8887 -14.0085
H -2.8459 14.4134 -13.3097
H -2.6661 14.4220 -14.8008
H -2.6263 15.8190 -13.9853
O 4.7068 25.1867 -16.6238
H 5.2772 25.0349 -17.3810
H 3.9123 24.6490 -16.5910
H 5.2761 25.1183 -15.8538
C -0.8649 21.0441 -14.2629
C -1.5131 20.6285 -13.1503
C -1.1605 21.2508 -11.8011
O -1.7509 20.8481 -10.7070
C -0.2347 22.2015 -11.6341
C 0.4427 22.7880 -12.7953
C 0.0976 22.0998 -14.2073
O 0.7787 22.4236 -15.1879
O 1.0627 23.8442 -12.7348
O -2.4268 19.7638 -13.3969
H -1.2520 20.7212 -15.2181
H -0.0259 22.4766 -10.6108
O 1.6846 28.4581 -10.5125
H 1.5348 27.5548 -10.7915
H 1.0990 28.9792 -11.0618
O -3.4205 23.5973 -7.4089
H -3.5689 22.7254 -7.7748
H -2.5893 23.8795 -7.7907
O 0.0732 25.4181 -19.4326
H 0.3234 24.5308 -19.1751
H 0.3023 25.9605 -18.6779
O -4.5247 16.8117 -8.1757
H -3.8309 16.2016 -7.9254
H -4.0750 17.4966 -8.6706
O 0.7798 27.3147 -15.6369
H 0.9203 26.6575 -14.9554
H 0.3924 28.0591 -15.1763
C -11.7028 15.9900 -12.6998
O -10.6035 16.9400 -12.5956
C -9.4478 16.2748 -12.2355
C -8.4809 17.3602 -11.7549
N -8.8388 17.9658 -10.4143
C -8.0841 19.2308 -10.3749
C -8.4298 20.0142 -9.1034
O -8.3696 19.1942 -7.9451
C -8.6274 19.8882 -6.6715
H -11.8016 15.4117 -11.7812
H -11.4730 15.2442 -13.4608
H -12.5912 16.5006 -13.0715
H -9.0020 15.6492 -13.0088
H -9.6587 15.5835 -11.4195
H -8.4009 18.1645 -12.4862
H -7.4907 16.9088 -11.6929
H -9.7780 18.3195 -10.5277
H -8.3224 19.8575 -11.2343
H -7.0194 19.0048 -10.4332
H -9.4640 20.3569 -9.0699
H -7.8350 20.9143 -8.9478
H -8.1314 20.8520 -6.5569
H -8.3581 19.2576 -5.8242
H -9.6712 20.1954 -6.6071
C 4.6458 20.3479 -26.9582
O 4.6086 21.0126 -25.6517
C 3.5961 21.9530 -25.5076
C 3.7688 22.4893 -24.0931
N 3.6340 21.5178 -22.9497
C 2.2094 21.1331 -22.8121
C 1.9429 20.1089 -21.6082
O 2.4853 18.8045 -21.6703
C 1.7770 17.8532 -20.8540
H 5.4664 19.6328 -27.0167
H 4.8284 21.0761 -27.7484
H 3.8121 19.6823 -27.1818
H 2.6676 21.3918 -25.6133
H 3.7456 22.7597 -26.2253
H 3.1281 23.3690 -24.0319
H 4.7145 23.0311 -24.1026
H 4.0535 20.6467 -23.2415
H 1.7416 20.7065 -23.6993
H 1.5955 22.0107 -22.6097
H 0.8630 19.9849 -21.6888
H 2.1655 20.5854 -20.6535
H 0.7220 17.8816 -21.1265
H 1.9051 18.1146 -19.8036
H 2.1671 16.8367 -20.9058
C 0.0649 17.5800 -3.7035
O -0.2854 18.0313 -2.4115
C -1.1777 19.1697 -2.4758
C -2.5718 18.7723 -3.0417
N -3.0113 17.5052 -2.5137
C -3.7010 17.5646 -1.2748
C -3.8142 16.1554 -0.6606
O -2.6250 15.6038 -0.2106
C -2.8440 14.2459 0.1862
H -0.7487 16.9913 -4.1272
H 0.8739 16.8495 -3.7005
H 0.3044 18.4041 -4.3756
H -0.6856 19.8708 -3.1499
H -1.2159 19.5699 -1.4626
H -2.4429 18.6268 -4.1142
H -3.2815 19.5995 -3.0336
H -2.1975 16.9456 -2.3022
H -4.5984 18.1750 -1.3754
H -3.1851 18.1928 -0.5487
H -4.3475 15.4577 -1.3063
H -4.4870 16.1096 0.1958
H -3.4061 13.6966 -0.5690
H -3.3241 14.2867 1.1639
H -1.8174 13.8797 0.1749
C 6.2746 21.8627 -15.6788
O 6.5801 23.1045 -15.0355
C 6.4274 23.0224 -13.6223
C 7.0863 24.2414 -12.9938
N 6.3852 25.4728 -13.3585
C 7.2168 26.7184 -13.1946
C 6.5433 28.0389 -13.5531
O 6.4451 28.0902 -14.9962
C 5.8817 29.3652 -15.4471
H 6.2507 22.1081 -16.7405
H 5.3316 21.3980 -15.3910
H 7.0814 21.1371 -15.5754
H 6.9741 22.1813 -13.1960
H 5.3642 22.8628 -13.4425
H 8.1317 24.3341 -13.2881
H 7.0685 24.0843 -11.9153
H 5.6253 25.5219 -12.6950
H 8.1848 26.6978 -13.6954
H 7.4554 26.7032 -12.1311
H 7.2905 28.8120 -13.3739
H 5.6094 28.2906 -13.0504
H 6.4829 30.2034 -15.0949
H 4.8452 29.5181 -15.1464
H 5.7763 29.3540 -16.5319
C 6.1663 19.5451 -6.8454
O 4.9117 20.1947 -6.6961
C 4.7401 21.1735 -7.7227
C 4.1240 22.5478 -7.2600
N 5.0882 23.2326 -6.3628
C 4.7529 24.6362 -6.5568
C 3.3597 24.9479 -6.0578
O 3.0529 24.3562 -4.8041
C 1.7182 24.6147 -4.3033
H 6.9768 20.0942 -6.3661
H 6.3278 19.3312 -7.9019
H 6.0685 18.6577 -6.2200
H 4.1683 20.7724 -8.5595
H 5.6885 21.4556 -8.1801
H 3.1886 22.3115 -6.7527
H 3.9000 23.0224 -8.2153
H 4.6763 23.0321 -5.4627
H 4.9403 25.0766 -7.5361
H 5.4205 25.1376 -5.8561
H 2.6293 24.6422 -6.8070
H 3.3298 26.0331 -5.9599
H 1.5326 24.0161 -3.4115
H 0.9698 24.2936 -5.0278
H 1.5960 25.6866 -4.1474
C -6.6613 20.7062 -18.7371
O -6.3098 21.2561 -19.9801
C -4.9614 20.9598 -20.2471
C -4.4511 21.6973 -21.4867
N -5.0791 21.0578 -22.6713
C -4.3139 21.2951 -23.8903
C -5.0041 20.5620 -25.0282
O -4.5690 19.1998 -24.9438
C -4.9134 18.4237 -26.0616
H -7.6801 21.0352 -18.5324
H -6.0865 20.8756 -17.8266
H -6.6657 19.6201 -18.8285
H -4.8596 19.8771 -20.3218
H -4.3747 21.2576 -19.3781
H -3.3673 21.5881 -21.5267
H -4.6873 22.7498 -21.3300
H -5.3209 20.0963 -22.4784
H -3.2940 20.9902 -23.6562
H -4.2629 22.3672 -24.0807
H -4.6794 20.9947 -25.9744
H -6.0935 20.5972 -25.0190
H -5.9477 18.2242 -26.3419
H -4.4619 17.4406 -25.9287
H -4.3834 18.8373 -26.9196
*
```